# 1
Density functional theory data (ωB97M-V with the def2-TZVPD basis set) for a cluster of 2 separate species, C4H14NO2 in total in a non-equilibrium geometry.

```
! RIJCOSX wB97M-V def2-TZVPD def2/J DEFGRID3
* xyz 1 1
O 2.1122 -0.1726 -1.6887
C 0.6822 0.1333 -1.7515
C 0.1259 -0.4260 -0.4368
N 0.9779 0.0893 0.6603
C 0.6499 1.5265 0.9786
C -0.4285 1.4403 2.2186
H 2.4622 -0.6136 -2.5737
H 0.2334 -0.3625 -2.5911
H 0.3966 1.2076 -1.8601
H 0.3054 -1.4514 -0.2847
H -0.8879 -0.1188 -0.1385
H 0.7478 -0.5509 1.4878
H 1.8935 -0.1775 0.4414
H 0.3568 2.0585 0.0058
H 1.7218 1.8918 1.1567
H -0.8285 2.2786 2.7127
H 0.3218 1.0877 3.0648
H -1.1877 0.6139 1.9468
H -2.5942 -2.6017 -1.5638
H -3.7258 -3.3741 -0.8378
O -3.3348 -2.4782 -0.9464
*
```

Computed properties:
Molar mass, g/mol: 108.161
Kohn-Sham gap, hartree: 0.416
Total energy, eV: -9951.942
Highest occupied orbital energy, eV: -14.37

***

# 2
Density functional theory data (ωB97M-V with the def2-TZVPD basis set) for a structure of composition C15H31ClMnO4P2 in a non-equilibrium geometry.

```
! RIJCOSX wB97M-V def2-TZVPD def2/J DEFGRID3
* xyz 2 4
P 0.1951 -1.4835 1.6523
P -0.0926 1.5985 1.7540
C -0.1732 -0.6044 0.0532
C 0.3647 0.8342 0.1191
H -1.2650 -0.5934 -0.0508
H 0.2348 -1.1489 -0.8066
H 1.4606 0.8284 0.0742
H 0.0034 1.4393 -0.7209
C -1.7395 2.3474 1.4207
H -2.0103 2.9852 2.2671
H -2.4880 1.5538 1.3455
H -1.7409 2.9420 0.5004
C 0.9882 3.0797 1.8406
H 0.9465 3.6741 0.9214
H 2.0174 2.7601 2.0251
H 0.6676 3.6959 2.6856
C -0.8799 -2.9691 1.5698
H -0.6473 -3.6899 2.3612
H -0.7576 -3.4442 0.5927
H -1.9221 -2.6509 1.6643
C 1.8628 -2.2033 1.3610
H 2.6110 -1.4067 1.3969
H 1.9233 -2.7208 0.3970
H 2.0842 -2.9082 2.1675
Mn 0.0001 -0.0018 3.3590
C 0.5759 1.7628 -3.9198
C -0.7389 1.8044 -3.6735
C -1.8624 0.9833 -4.2499
C -1.4854 -0.3376 -4.9565
C -0.7635 -1.3073 -4.0520
C 0.5406 -1.3675 -3.7573
C 1.6849 -0.5105 -4.2316
C 1.3344 0.8566 -4.8595
C 0.0397 -1.4921 4.8629
H 1.1978 2.4531 -3.3496
H -1.0706 2.5422 -2.9417
H -2.4394 1.6076 -4.9502
H -2.5565 0.7511 -3.4299
H -2.4167 -0.8067 -5.2951
H -0.9090 -0.1278 -5.8594
H -1.4066 -2.0343 -3.5557
H 0.8439 -2.1540 -3.0651
H 2.2894 -1.0860 -4.9502
H 2.3462 -0.3366 -3.3711
H 2.2779 1.3467 -5.1275
H 0.7947 0.7105 -5.7970
H 0.7033 -1.1869 5.6795
H 0.3572 -2.4843 4.5169
H -0.9749 -1.5883 5.2735
O -0.7129 -1.2144 7.6390
Cl 0.0001 -0.0018 7.0390
O -0.7273 1.2526 7.5042
O 1.4322 0.0551 7.5666
O 0.0001 -0.0018 5.3590
*
```

Computed properties:
Molar mass, g/mol: 427.748
Kohn-Sham gap (spin up / spin down), hartree: 0.141 / 0.143
Total energy, eV: -86634.827
Highest occupied orbital energy (spin up / spin down), eV: -13.48 / -13.48

***

# 3
Density functional theory data (ωB97M-V with the def2-TZVPD basis set) for a structure of composition C13H31Cl2O11P2PtSi in a non-equilibrium geometry.

```
! RIJCOSX wB97M-V def2-TZVPD def2/J DEFGRID3
* xyz -1 3
Pt 0.2411 -0.5400 0.0123
O 3.3261 2.2499 -1.0638
P 2.1190 1.6792 -0.2098
O 1.9539 2.3240 1.1037
O 2.1942 0.1426 -0.2559
O 0.8228 2.0655 -1.1516
P 0.6630 1.2162 -2.5532
O -0.5234 2.0579 -3.2499
O 1.9275 1.3548 -3.3221
O 0.0914 -0.1410 -2.2312
H 3.1630 1.9588 -2.0024
H -0.1404 2.8621 -3.6305
Cl -1.8542 1.3800 0.4455
C -1.2170 2.9325 1.0303
Cl -2.1179 3.5009 2.4416
H -1.3285 3.6564 0.2334
H -0.1768 2.8012 1.3135
C -4.4031 -3.3450 0.5584
C -4.4491 -2.9656 2.0387
C -5.6274 -2.0303 2.3027
C -4.5520 -4.2204 2.9095
O -3.2896 -2.2399 2.4180
Si -1.6980 -2.4174 2.1068
O -1.3055 -1.4774 0.8794
O -0.8902 -2.1305 3.5163
C -0.6705 -0.9314 4.2663
C -1.9339 -0.0735 4.3054
C -0.3024 -1.3964 5.6742
C 0.4922 -0.1212 3.6958
O -1.4565 -4.0159 1.8230
C -0.2352 -4.7386 1.6748
C 0.8969 -3.8599 1.1429
C 0.1420 -5.2977 3.0482
C -0.5272 -5.8670 0.6888
H -5.3197 -3.8626 0.2714
H -3.5467 -3.9939 0.3744
H -4.2890 -2.4452 -0.0486
H -6.5796 -2.5270 2.1067
H -5.5420 -1.1507 1.6630
H -5.6045 -1.6995 3.3422
H -5.4447 -4.7981 2.6615
H -4.5900 -3.9345 3.9620
H -3.6647 -4.8323 2.7439
H -2.7681 -0.6506 4.7084
H -2.1964 0.2467 3.2949
H -1.7741 0.8091 4.9257
H -1.1160 -1.9943 6.0891
H -0.1203 -0.5391 6.3245
H 0.5981 -2.0113 5.6369
H 0.3204 0.0820 2.6397
H 1.4330 -0.6669 3.7883
H 0.5900 0.8410 4.1983
H 1.1798 -3.1151 1.8903
H 0.5757 -3.3350 0.2409
H 1.7690 -4.4693 0.9043
H 0.2089 -4.4687 3.7530
H 1.0993 -5.8219 3.0089
H -0.6293 -5.9881 3.3947
H -0.7956 -5.4419 -0.2797
H -1.3673 -6.4607 1.0528
H 0.3419 -6.5162 0.5682
*
```

Computed properties:
Molar mass, g/mol: 719.398
Kohn-Sham gap (spin up / spin down), hartree: 0.334 / 0.278
Total energy, eV: -91267.917
Highest occupied orbital energy (spin up / spin down), eV: -6.52 / -6.66

***

# 4
Density functional theory data (ωB97M-V with the def2-TZVPD basis set) for the molecule C5H13NS in a non-equilibrium geometry.

```
! RIJCOSX wB97M-V def2-TZVPD def2/J DEFGRID3
* xyz 0 1
C 1.4088 -0.1817 -2.5042
C 1.1422 -0.9212 -1.1616
N 1.0203 -0.1145 0.0640
C 0.1106 -0.7393 1.0463
C -0.6530 0.3036 1.9158
C -1.5448 1.4058 1.2300
S -2.9355 0.7352 0.2103
H 2.2189 0.5540 -2.5667
H 0.3584 0.1300 -2.8631
H 1.7985 -1.1111 -3.1006
H 0.4441 -1.6951 -1.2041
H 2.0936 -1.4783 -0.9922
H 0.8316 0.8681 -0.3295
H -0.6328 -1.3832 0.6184
H 0.7435 -1.1114 1.9146
H -0.1257 0.9289 2.6483
H -1.1535 -0.3608 2.5517
H -1.1906 2.2863 0.7921
H -1.9577 2.0981 1.9764
H -1.9769 -0.2134 -0.2460
*
```

Computed properties:
Molar mass, g/mol: 119.233
Kohn-Sham gap, hartree: 0.349
Total energy, eV: -17718.604
Highest occupied orbital energy, eV: -8.65

***

# 5
Density functional theory data (ωB97M-V with the def2-TZVPD basis set) for a cluster of 2 separate species, C17H19N in total in a non-equilibrium geometry.

```
! RIJCOSX wB97M-V def2-TZVPD def2/J DEFGRID3
* xyz 0 1
C 2.4228 2.9483 -1.5447
C 2.6507 1.4399 -1.3543
C 1.9474 0.9556 -0.1402
C 1.0485 1.5907 0.6942
N 0.6781 0.8774 1.9451
C 1.3207 -0.4247 1.7957
C 1.4469 -1.4859 2.6777
C 2.2405 -2.4679 2.3137
C 2.8449 -2.5862 1.0318
C 2.9829 -1.4123 0.3120
C 2.1602 -0.3348 0.5932
H 2.5313 3.1492 -2.5992
H 2.8462 3.6869 -0.7737
H 1.3961 2.9649 -1.4707
H 2.1066 0.8059 -2.1665
H 3.6913 1.0985 -1.2844
H 0.7125 2.6202 0.5531
H -0.2938 0.9665 2.1919
H 1.1960 -1.4034 3.6994
H 2.5253 -3.3252 2.9884
H 3.1446 -3.5630 0.4568
H 3.6370 -1.3576 -0.5943
C -3.4464 -0.0176 1.5032
C -3.1698 -0.1004 0.0864
C -2.7528 -1.3948 -0.3138
C -2.5132 -1.6702 -1.6528
C -2.4786 -0.6260 -2.5395
C -3.0076 0.6742 -2.2162
C -3.3294 0.8667 -0.8697
H -3.7927 -1.0387 1.8289
H -4.3328 0.7069 1.5882
H -2.6745 0.4198 2.0560
H -2.7024 -2.0956 0.4833
H -2.2278 -2.7976 -1.9047
H -1.9828 -0.7885 -3.5335
H -2.9452 1.3409 -3.1253
H -3.8806 1.7779 -0.7156
*
```

Computed properties:
Molar mass, g/mol: 237.346
Kohn-Sham gap, hartree: 0.322
Total energy, eV: -19424.455
Highest occupied orbital energy, eV: -7.98

***

# 6
Density functional theory data (ωB97M-V with the def2-TZVPD basis set) for a structure of composition C62H122F12N10O10S4 in a non-equilibrium geometry.

```
! RIJCOSX wB97M-V def2-TZVPD def2/J DEFGRID3
* xyz 6 1
C 6.2328 0.9623 5.2425
C 6.1886 -0.0968 4.1504
C 5.6370 0.4726 2.8406
N 5.4438 -0.4843 1.6803
C 4.6416 -1.6632 2.1424
C 4.4828 -2.6891 1.0233
C 5.8310 -3.0155 0.4141
C 6.7423 -1.8397 0.0057
C 6.8244 -0.8595 1.1557
C 4.7312 0.3493 0.6610
H 5.2102 1.2667 5.5093
H 6.8118 1.8566 4.9960
H 6.7372 0.5889 6.1338
H 5.5701 -0.9061 4.5477
H 7.1831 -0.5420 4.0402
H 6.3374 1.2499 2.5355
H 4.6738 0.9140 3.0894
H 5.2238 -2.0942 2.9541
H 3.7025 -1.2757 2.5392
H 4.0173 -3.5646 1.4772
H 3.7724 -2.2832 0.2999
H 6.3960 -3.7524 0.9914
H 5.6364 -3.6225 -0.4776
H 7.7188 -2.2529 -0.2415
H 6.4234 -1.3198 -0.8985
H 7.3525 -1.1925 2.0470
H 7.2716 0.0910 0.8645
H 3.7671 0.7074 1.0147
H 4.4674 -0.3128 -0.1649
H 5.4014 1.1170 0.2890
C -4.3129 -3.2523 -5.9328
C -3.1376 -2.3121 -5.6034
C -2.0120 -2.6499 -6.5616
N -0.9325 -1.5832 -6.6340
C -0.4262 -1.1850 -5.2618
C 0.9083 -0.4178 -5.3223
C 1.9466 -1.1276 -6.2037
C 1.3986 -1.3266 -7.5964
C 0.1572 -2.1737 -7.5390
C -1.4739 -0.3877 -7.3629
H -5.2449 -2.8723 -5.5147
H -4.1085 -4.2846 -5.6506
H -4.5343 -3.2772 -7.0026
H -2.8144 -2.4929 -4.5802
H -3.5262 -1.2976 -5.6908
H -2.3387 -2.9131 -7.5670
H -1.5028 -3.5554 -6.2228
H -0.1632 -2.0982 -4.7230
H -1.1796 -0.6543 -4.6884
H 1.3342 -0.2940 -4.3262
H 0.7511 0.5881 -5.7207
H 2.3302 -2.0143 -5.6888
H 2.8549 -0.5191 -6.2070
H 2.2062 -1.8157 -8.1478
H 1.3183 -0.3694 -8.1145
H 0.3921 -3.1443 -7.1026
H -0.3139 -2.3177 -8.5084
H -2.3947 -0.0316 -6.9117
H -1.6598 -0.7242 -8.3806
H -0.7620 0.4300 -7.4166
C 1.2294 3.3421 -4.3916
C 1.0386 4.8572 -4.4682
C 1.9572 5.5928 -5.4086
N 1.5716 7.0549 -5.6291
C 2.7653 7.7916 -6.2310
C 2.4525 9.1359 -6.8874
C 1.1919 9.1189 -7.7326
C 0.0156 8.4897 -6.9895
C 0.3277 7.0982 -6.4960
C 1.2996 7.6638 -4.2755
H 1.3005 2.8150 -5.3462
H 0.4240 2.8859 -3.8202
H 2.2196 3.1227 -3.9780
H 0.9703 5.2668 -3.4629
H 0.0302 4.9541 -4.8948
H 2.1530 5.1340 -6.3747
H 2.9232 5.7426 -4.9122
H 3.0897 7.0919 -7.0076
H 3.5248 7.7378 -5.4534
H 3.2864 9.3715 -7.5506
H 2.4551 9.9570 -6.1659
H 1.4107 8.4753 -8.5937
H 0.9813 10.1019 -8.1453
H -0.8383 8.3930 -7.6615
H -0.2775 9.1552 -6.1731
H 0.4331 6.3979 -7.3269
H -0.5364 6.7252 -5.9462
H 0.3024 7.4211 -3.9214
H 1.4237 8.7312 -4.4308
H 2.0111 7.2568 -3.5619
C -0.9485 -8.7208 1.5975
C -1.7289 -7.3958 1.5809
C -1.6110 -6.8101 0.1702
N -2.4822 -5.5509 -0.0842
C -3.8952 -6.0375 -0.2000
C -4.8080 -4.9333 -0.7431
C -4.3648 -4.4958 -2.1326
C -2.9324 -3.9701 -2.0217
C -1.9745 -4.9838 -1.3986
C -2.3068 -4.5702 1.0169
H -1.2863 -9.4462 0.8595
H -0.7665 -9.1390 2.5828
H 0.0645 -8.4824 1.2445
H -1.1118 -6.7456 2.2037
H -2.7632 -7.5085 1.8986
H -1.9026 -7.4267 -0.6763
H -0.5516 -6.5619 0.0925
H -3.8988 -6.8160 -0.9632
H -4.2850 -6.4029 0.7447
H -5.8262 -5.3294 -0.7242
H -4.8557 -4.0815 -0.0590
H -4.4609 -5.3943 -2.7488
H -5.0414 -3.7433 -2.5352
H -2.6225 -3.7536 -3.0436
H -2.8384 -3.0492 -1.4503
H -1.8748 -5.8363 -2.0723
H -0.9802 -4.5745 -1.2318
H -2.7669 -4.9457 1.9266
H -2.7315 -3.6375 0.6575
H -1.2613 -4.3780 1.2587
C 5.8463 -3.1524 7.0333
N 4.3726 -3.0702 7.0805
C 3.6581 -3.3316 5.9763
C 2.2851 -3.2450 6.0008
C 1.6439 -2.8435 7.1551
C 2.4107 -2.5858 8.2943
C 3.7904 -2.6767 8.2242
C 0.1574 -2.7429 7.3170
C -0.4801 -1.5864 7.7805
C -1.8312 -1.5554 7.9791
N -2.5938 -2.5808 7.5433
C -2.0397 -3.6820 7.0129
C -0.6646 -3.7967 6.9292
C -4.0617 -2.4902 7.7370
H 6.1459 -3.8082 6.2231
H 6.3035 -3.2540 8.0118
H 6.2206 -2.1698 6.7179
H 4.2366 -3.5190 5.0847
H 1.7486 -3.4448 5.0832
H 2.0619 -2.3532 9.2915
H 4.4420 -2.4562 9.0566
H 0.1037 -0.6941 7.9812
H -2.3412 -0.6998 8.3981
H -2.7454 -4.4348 6.6955
H -0.2236 -4.6579 6.4454
H -4.2475 -2.3962 8.8049
H -4.5855 -3.2927 7.2341
H -4.3603 -1.5301 7.3148
C -6.6812 1.1355 -1.2043
N -7.1406 -0.2174 -0.7477
C -8.6414 -0.1492 -0.5705
C -6.8432 -1.1055 -1.9561
C -6.5456 -0.7917 0.4919
C -5.0502 -0.6621 0.6447
O -4.3299 -1.6295 -0.1249
H -6.6584 1.8121 -0.3504
H -7.3321 1.5319 -1.9774
H -5.6804 1.0426 -1.6188
H -9.0809 -1.0794 -0.2238
H -9.1549 0.1909 -1.4667
H -8.7338 0.6576 0.1576
H -7.1414 -0.6162 -2.8806
H -7.3597 -2.0355 -1.7382
H -5.7690 -1.2261 -2.0905
H -6.8592 -1.8341 0.5431
H -6.9953 -0.2634 1.3340
H -4.7043 -0.8065 1.6711
H -4.7242 0.3502 0.3786
H -3.3785 -1.5400 0.0828
C -0.1019 3.8892 -0.5817
N -0.2150 4.5528 0.7664
C -1.5362 4.2937 1.3933
C 0.8518 3.9514 1.6409
C 0.0981 6.0397 0.6929
C -0.8689 6.9396 -0.0658
O -0.8476 6.6550 -1.4667
H -0.7883 4.2902 -1.3166
H -0.2384 2.8284 -0.3726
H 0.9360 4.0682 -0.8581
H -1.7270 4.9615 2.2328
H -1.6137 3.2534 1.6986
H -2.3209 4.5474 0.6803
H 1.8522 4.2269 1.3170
H 0.7036 2.8761 1.6681
H 0.7218 4.3270 2.6548
H 1.1380 6.1703 0.3975
H 0.0852 6.3452 1.7414
H -0.6319 7.9828 0.1573
H -1.8924 6.8447 0.3103
H -1.5988 7.1129 -1.8611
C -2.2167 0.5030 -1.9832
F -2.9136 1.2107 -1.0947
F -3.0700 -0.3465 -2.5489
F -1.6583 1.2944 -2.8833
S -0.8267 -0.4734 -1.1351
O -0.6160 -1.6029 -2.0374
O 0.2802 0.4461 -1.1034
N -1.5936 -0.8907 0.2862
S -0.6437 -0.4408 1.4280
O 0.6729 -1.0385 1.4282
O -0.6038 1.0001 1.5995
C -1.4918 -1.1035 3.0192
F -0.6845 -2.0306 3.5359
F -1.7251 -0.1306 3.8588
F -2.6339 -1.7725 2.7305
C 1.8026 2.0822 4.4195
F 0.5949 2.6502 4.4250
F 2.0912 1.7185 3.1606
F 2.6864 2.9635 4.8345
S 1.7729 0.5943 5.5980
O 0.5427 -0.0870 5.2605
O 2.9370 -0.1988 5.2966
N 1.7282 1.2518 7.0857
S 3.1165 1.3466 7.8212
O 3.3641 0.2408 8.7093
O 4.2361 1.7506 6.9939
C 2.7743 2.8177 8.9406
F 2.7785 3.9366 8.2261
F 1.5886 2.6771 9.5147
F 3.7439 2.8649 9.8318
*
```

Computed properties:
Molar mass, g/mol: 1523.962
Kohn-Sham gap, hartree: 0.282
Total energy, eV: -177540.676
Highest occupied orbital energy, eV: -18.89

***

# 7
Density functional theory data (ωB97M-V with the def2-TZVPD basis set) for a cluster of 2 separate species, C26H25Cl2N4O2 in total in a non-equilibrium geometry.

```
! RIJCOSX wB97M-V def2-TZVPD def2/J DEFGRID3
* xyz 1 1
Cl -5.9223 4.6804 2.4786
C -4.2997 4.1262 2.5095
C -4.0280 2.7617 2.4945
C -2.7316 2.3249 2.5054
C -1.6407 3.2294 2.5349
C -0.3374 2.6728 2.5150
C 0.9658 3.2296 2.5297
C 2.0565 2.3242 2.5087
C 3.3525 2.7605 2.4991
C 3.6252 4.1247 2.5024
Cl 5.2480 4.6785 2.4600
C 2.5816 5.0434 2.5253
C 1.2829 4.6099 2.5425
C -1.9571 4.6099 2.5642
C -3.2560 5.0437 2.5446
H -4.8482 2.0636 2.4677
H -2.5249 1.2690 2.4842
H -0.3376 1.5971 2.4409
H 1.8493 1.2685 2.4918
H 4.1728 2.0618 2.4813
H 2.8219 6.0947 2.5194
H 0.5104 5.3474 2.5542
H -1.1850 5.3467 2.5988
H -3.4959 6.0952 2.5491
C -2.1085 0.8349 -4.5435
C -1.7465 0.3863 -3.1691
O -2.1655 1.0258 -2.2263
N -0.9494 -0.7551 -3.0001
C -0.5276 -1.5616 -4.1663
C -0.4780 -3.0482 -3.8398
N 0.2842 -3.2895 -2.6076
C 0.7196 -4.6606 -2.3137
C 1.8130 -4.6685 -1.2537
N 1.4480 -3.8574 -0.0717
C 1.8867 -4.2291 1.2078
C 2.7997 -5.3971 1.3629
O 1.5420 -3.6334 2.2075
C 0.7007 -2.6643 -0.2868
C 0.4554 -1.7550 0.7339
N -0.1916 -0.6117 0.6197
C -0.6371 -0.3488 -0.5935
C -0.4721 -1.1475 -1.7175
C 0.1955 -2.3629 -1.5532
H -1.2856 0.6938 -5.2431
H -2.9855 0.2985 -4.9036
H -2.3485 1.8971 -4.5327
H -1.1968 -1.3814 -5.0130
H 0.4654 -1.2200 -4.4735
H -1.4853 -3.4458 -3.6924
H -0.0406 -3.6278 -4.6593
H -0.1543 -5.2222 -1.9737
H 1.0496 -5.1449 -3.2384
H 2.0363 -5.6955 -0.9486
H 2.7354 -4.2575 -1.6749
H 3.5093 -5.4659 0.5395
H 3.3753 -5.2946 2.2819
H 2.2304 -6.3236 1.4278
H 0.8119 -1.9976 1.7187
H -1.1881 0.5678 -0.7057
*
```

Computed properties:
Molar mass, g/mol: 496.418
Kohn-Sham gap, hartree: 0.164
Total energy, eV: -62461.704
Highest occupied orbital energy, eV: -9.93

***

# 8
Density functional theory data (ωB97M-V with the def2-TZVPD basis set) for the molecule C8H8S in a non-equilibrium geometry.

```
! RIJCOSX wB97M-V def2-TZVPD def2/J DEFGRID3
* xyz 0 1
S -3.6054 -0.4046 -0.4808
C -2.6235 0.8313 -0.1521
C -1.5589 0.5838 0.8901
C -0.1131 0.2251 0.4230
C 0.1736 -1.0576 0.5105
C 1.3773 -1.5867 0.0079
C 2.3134 -0.6878 -0.5758
C 1.8778 0.5732 -0.8007
C 0.6463 1.0561 -0.4000
H -2.6796 1.7686 -0.5812
H -1.7757 -0.4104 1.3161
H -1.5345 1.3667 1.6598
H -0.2962 -1.7603 1.0322
H 1.5933 -2.6478 -0.0039
H 3.1224 -1.1620 -1.0595
H 2.5779 1.2008 -1.2649
H 0.5050 2.1114 -0.5207
*
```

Computed properties:
Molar mass, g/mol: 136.219
Kohn-Sham gap, hartree: 0.310
Total energy, eV: -19258.968
Highest occupied orbital energy, eV: -8.70